Formula: C6H14N2O2
Source: OMol25
Level of theory: ωB97M-V with the def2-TZVPD basis set

Energy above the lowest of the compared OMol25 structures with the same formula, charge and spin in kJ/mol: 41.06
Orbital gap (spin up / spin down) in eV: 10.748 / 6.019
E_tot in a.u.: -496.7161
Net charge: +1
Expectation value of S²: 0.764
Largest force on an atom in eV Å⁻¹: 1.483
Multiplicity: 2

XYZ file:
```
24
C6H14N2O2 ωB97M-V with the def2-TZVPD basis set
O -0.259 1.355 0.365
O -1.711 -2.921 -0.694
N -1.449 -1.061 0.488
N 1.982 1.030 0.460
C -1.230 -1.817 -0.706
C 0.868 1.478 -0.134
C -0.402 -1.226 -1.792
C 1.940 0.359 1.749
C -2.558 -1.354 1.332
C 1.075 2.338 -1.344
H 1.601 1.978 -2.230
H -2.411 -0.923 2.310
H 1.757 3.144 -1.047
H -0.924 -0.201 0.769
H 2.862 1.170 -0.005
H -3.422 -0.955 0.781
H 2.832 -0.193 1.906
H -2.815 -2.411 1.409
H 1.667 1.096 2.491
H -0.479 -0.144 -1.782
H 0.143 2.814 -1.639
H 0.598 -1.636 -1.707
H 1.121 -0.361 1.758
H -0.784 -1.560 -2.738
```

=====

Formula: C15H18N3O11PS3
Source: OMol25
Level of theory: ωB97M-V with the def2-TZVPD basis set

Orbital gap in eV: 7.591
E_tot in a.u.: -3110.0460
Largest force on an atom in eV Å⁻¹: 1.887

XYZ file:
```
51
C15H18N3O11PS3 ωB97M-V with the def2-TZVPD basis set
S 2.754 2.619 -3.228
S 1.656 -3.918 6.134
S 2.247 -4.707 0.513
P 1.791 3.949 -4.260
O 0.928 -5.145 1.317
O 0.746 -3.850 5.044
O 3.389 -5.043 1.287
O -2.828 -0.797 -0.359
O 1.778 -5.450 6.601
O 3.142 -3.756 5.546
O 1.523 -3.105 7.285
O -2.143 -1.046 -2.351
O -3.707 4.644 -0.007
O 2.030 -3.116 0.594
O 2.100 -5.117 -0.837
N -1.869 -1.049 -0.974
N -3.140 2.950 -2.435
N -0.514 2.069 -3.352
C 3.931 -4.900 5.891
C -2.385 5.214 -2.727
C -1.460 6.152 -3.093
C -3.755 5.701 -2.193
C -0.867 3.383 -3.265
C -0.175 5.720 -3.566
C 2.938 -6.038 5.998
C -2.133 3.795 -2.803
C -2.757 1.696 -2.529
C 0.313 -3.990 1.907
C 0.681 -2.842 0.993
C 0.106 4.378 -3.635
C -1.181 -0.258 -3.056
C -1.463 1.252 -2.974
C -3.635 5.664 -0.647
H -4.507 4.995 -2.566
H 4.688 -5.082 5.132
H -0.763 -4.129 1.984
H 1.606 3.610 -5.622
H -3.430 6.608 -0.084
H -3.492 0.928 -2.265
H -0.189 -0.438 -2.604
H 0.057 -2.831 0.097
H 3.310 -6.860 6.604
H -3.873 6.726 -2.572
H -1.725 7.207 -2.994
H 0.731 -3.854 2.903
H 2.520 5.168 -4.246
H 0.615 -1.877 1.490
H 0.562 6.482 -3.833
H -1.220 -0.591 -4.104
H 2.656 -6.412 5.011
H 4.417 -4.704 6.849
```

=====

Formula: C3H17N2O3
Source: OMol25
Level of theory: ωB97M-V with the def2-TZVPD basis set

Energy above the lowest of the compared OMol25 structures with the same formula, charge and spin in kJ/mol: 236.24
Orbital gap in eV: 10.378
E_tot in a.u.: -459.4552
Net charge: +1
Largest force on an atom in eV Å⁻¹: 4.445

XYZ file:
```
25
C3H17N2O3 ωB97M-V with the def2-TZVPD basis set
O 0.663 0.006 2.657
O 2.023 -2.310 2.389
O -0.274 -0.029 -3.757
N -0.184 0.969 -1.178
N -2.248 0.800 0.397
C -0.336 -0.424 -0.651
C -1.156 -0.238 0.575
C 1.031 1.753 -0.828
H 0.502 -0.335 -4.182
H -0.939 -0.712 -3.891
H 1.287 -0.692 2.539
H 1.730 -3.221 2.354
H -0.468 0.131 1.426
H -2.418 1.392 1.199
H -0.190 0.852 -2.211
H 2.914 -2.295 2.798
H -1.681 1.489 -0.331
H 1.143 1.757 0.330
H -3.102 0.227 0.106
H -1.538 -1.164 1.018
H 0.660 -0.978 -0.481
H 1.879 1.336 -1.195
H 0.929 2.780 -1.191
H -0.983 -0.965 -1.312
H 0.771 0.142 3.599
```

=====

Formula: C2H5N3O3S
Source: OMol25
Level of theory: ωB97M-V with the def2-TZVPD basis set

Orbital gap in eV: 2.046
E_tot in a.u.: -867.2671
Net charge: -2
Largest force on an atom in eV Å⁻¹: 4.003

XYZ file:
```
14
C2H5N3O3S ωB97M-V with the def2-TZVPD basis set
S 1.246 1.526 1.009
O 4.372 0.231 1.194
O 4.416 2.196 0.027
O -1.081 0.164 -0.131
N -2.167 -1.784 0.237
N 2.741 1.909 1.788
N -2.687 -0.494 -1.587
C -1.918 -0.647 -0.470
C 3.867 1.385 0.988
H -3.382 -1.159 -1.877
H 1.603 0.737 -0.079
H -2.855 -2.463 -0.030
H -2.535 0.332 -2.139
H -1.621 -1.935 1.070
```